A structure of composition C5H7NO in a non-equilibrium geometry, computed with ωB97M-V/def2-TZVPD.

Computed properties:
Charge: 0
HOMO, hartree: -0.3343
Multiplicity: 1
E_tot, a.u.: -324.5477
Kohn-Sham gap, eV: 9.90

Last column: natural (NBO) charge in e.
CARTESIAN COORDINATES (ANGSTROEM)
H: -1.174 -2.154 1.226  0.248
H: 2.022 1.178 -0.854  0.227
H: 0.749 1.152 -2.087  0.217
O: -2.697 -0.211 -0.399  -0.547
H: 1.446 -1.373 0.428  0.212
C: 0.946 1.341 -1.028  -0.634
C: -1.537 -0.312 -0.085  0.492
C: 0.127 0.471 -0.091  0.052
C: 0.547 -0.782 0.581  -0.141
N: 0.590 0.479 1.295  -0.581
H: -0.138 0.558 1.996  0.357
H: 0.765 2.401 -0.827  0.224
C: -0.795 -1.419 0.484  -0.424
H: -0.784 -1.324 -0.787  0.298

=====

The molecule C5H7NO in a non-equilibrium geometry, computed with ωB97M-V/def2-TZVPD.

Computed properties:
Charge: 0
HOMO, hartree: -0.2671
SMILES string: C=C1C=C(N)OC1
Multiplicity: 1
E_tot, a.u.: -324.6361
Kohn-Sham gap, eV: 8.13

Last column: natural (NBO) charge in e.
CARTESIAN COORDINATES (ANGSTROEM)
H: -0.787 -2.062 -0.119  0.202
H: -2.768 1.023 -0.873  0.197
O: 0.924 -1.118 0.548  -0.484
C: 0.276 0.776 -0.584  -0.447
H: 0.358 1.745 -1.055  0.230
N: 2.647 0.257 -0.090  -0.802
H: 2.918 1.225 -0.197  0.395
C: -0.923 0.105 -0.204  0.001
C: -0.528 -1.160 0.437  -0.119
H: 3.165 -0.240 0.622  0.396
H: -1.379 -1.169 1.238  0.217
C: 1.298 0.031 -0.075  0.545
H: -2.909 0.156 0.579  0.197
C: -2.234 0.348 -0.239  -0.528

=====

The molecule C5H7NO in a non-equilibrium geometry, computed with ωB97M-V/def2-TZVPD.

Computed properties:
Charge: 0
HOMO, hartree: -0.3001
SMILES string: C=C/C=C\NC=O
Multiplicity: 1
E_tot, a.u.: -324.5475
Kohn-Sham gap, eV: 8.35

Last column: natural (NBO) charge in e.
CARTESIAN COORDINATES (ANGSTROEM)
C: -1.475 -1.037 -1.266  0.513
H: 0.741 0.836 1.662  0.215
H: 2.755 2.112 -0.879  0.209
H: 0.647 0.231 -1.198  0.255
C: 0.351 0.218 0.912  -0.277
N: -1.533 -1.332 0.142  -0.645
H: -0.665 -1.117 2.313  0.228
H: -2.301 -1.934 0.467  0.414
C: 2.084 1.511 -0.175  -0.379
H: -2.378 -1.592 -1.646  0.124
O: -1.106 0.044 -1.793  -0.572
C: 1.152 0.531 -0.179  -0.247
C: -0.610 -0.693 1.174  -0.021
H: 2.338 2.222 0.465  0.182

=====

The molecule C5H7NO, computed with ωB97M-V/def2-TZVPD.

Computed properties:
Charge: 0
HOMO, hartree: -0.3436
SMILES string: OCC#C[C@H]1CN1
Multiplicity: 1
E_tot, a.u.: -324.6022
Kohn-Sham gap, eV: 10.19

Last column: natural (NBO) charge in e.
CARTESIAN COORDINATES (ANGSTROEM)
O: 2.695 -0.657 1.768  -0.695
H: 2.979 -0.542 -0.221  0.208
C: 1.067 0.236 0.236  -0.033
C: 2.490 0.047 0.561  -0.134
H: 2.985 1.029 0.582  0.188
H: -1.957 1.511 0.106  0.223
C: -1.525 0.571 -0.228  -0.165
C: -0.111 0.404 0.028  -0.031
H: -1.863 -1.408 0.142  0.358
C: -2.131 -0.107 -1.407  -0.235
H: -2.963 0.367 -1.922  0.202
H: -1.468 -0.690 -2.041  0.201
H: 2.222 -0.178 2.461  0.468
N: -2.420 -0.582 -0.064  -0.555

=====

The molecule C5H7NO2 in a non-equilibrium geometry, computed with ωB97M-V/def2-TZVPD.

Computed properties:
Charge: 0
HOMO, hartree: -0.3571
SMILES string: O=CC1(C=O)CCN1
Multiplicity: 1
E_tot, a.u.: -399.7987
Kohn-Sham gap, eV: 9.88

Last column: natural (NBO) charge in e.
CARTESIAN COORDINATES (ANGSTROEM)
C: 0.682 0.618 0.713  -0.428
C: 1.510 0.727 -0.566  -0.241
C: -1.657 0.347 -0.059  0.407
H: 0.100 1.377 1.150  0.220
H: 1.034 0.006 1.732  0.281
O: -2.764 -0.070 0.286  -0.504
H: -1.379 -2.600 0.525  0.184
N: 0.470 -0.237 -1.320  -0.567
O: 0.414 -1.911 1.552  -0.526
H: -1.727 1.231 -0.664  0.121
H: 2.634 0.525 -0.646  0.223
C: -0.358 -0.341 -0.018  -0.137
H: 1.492 1.675 -1.292  0.192
H: -0.053 0.416 -1.982  0.351
C: -0.397 -1.762 0.589  0.424

=====

The molecule C5H7NO2 in a non-equilibrium geometry, computed with ωB97M-V/def2-TZVPD.

Computed properties:
Charge: 0
HOMO, hartree: -0.3679
SMILES string: CCC(=O)[C@]12CN1O2
Multiplicity: 1
E_tot, a.u.: -399.7793
Kohn-Sham gap, eV: 10.51

Last column: natural (NBO) charge in e.
CARTESIAN COORDINATES (ANGSTROEM)
C: 1.976 0.223 0.088  -0.628
H: 2.022 -0.857 -0.171  0.237
O: -2.203 1.154 0.179  -0.360
C: -3.190 -0.765 0.314  -0.258
H: -3.738 -0.406 1.294  0.213
C: -0.394 -0.623 -0.151  0.556
O: -0.101 -1.799 -0.304  -0.520
H: 2.641 0.760 -0.570  0.220
H: 0.176 1.004 -1.181  0.243
C: 0.545 0.610 -0.150  -0.490
H: 0.072 1.350 0.517  0.238
C: -1.791 -0.167 0.071  0.196
H: 2.069 0.439 1.092  0.216
N: -2.912 0.234 -0.672  -0.098
H: -3.350 -1.793 0.004  0.234

=====

The molecule C5H7NO2 in a non-equilibrium geometry, computed with ωB97M-V/def2-TZVPD.

Computed properties:
Charge: 0
HOMO, hartree: -0.3523
SMILES string: CC(=O)[C@@]1(C)NC1=O
Multiplicity: 1
E_tot, a.u.: -399.9124
Kohn-Sham gap, eV: 10.22

Last column: natural (NBO) charge in e.
CARTESIAN COORDINATES (ANGSTROEM)
H: -2.659 -1.027 -0.989  0.238
C: -1.876 -0.856 -0.250  -0.718
H: 0.953 2.274 -0.018  0.216
C: -0.786 -0.005 -0.846  0.581
H: 1.421 1.350 -1.464  0.254
O: -0.846 0.463 -1.953  -0.526
H: -1.451 -1.813 0.077  0.236
C: 1.353 1.310 -0.374  -0.629
O: 1.726 -1.940 0.695  -0.518
C: 1.043 -0.976 0.731  0.717
H: -2.305 -0.356 0.623  0.238
H: 2.348 1.171 0.050  0.219
N: 0.254 -0.174 1.444  -0.619
C: 0.421 0.179 0.012  -0.099
H: 0.404 0.400 2.262  0.410

=====

A structure of composition C5H7NO2 in a non-equilibrium geometry, computed with ωB97M-V/def2-TZVPD.

Computed properties:
Charge: 0
HOMO, hartree: -0.3420
Multiplicity: 1
E_tot, a.u.: -399.7038
Kohn-Sham gap, eV: 9.92

Last column: natural (NBO) charge in e.
CARTESIAN COORDINATES (ANGSTROEM)
C: 2.888 -0.298 -0.048  -0.332
H: 2.973 -0.466 -1.089  0.192
H: -0.770 -1.870 0.897  0.237
H: -1.153 -2.498 -0.594  0.247
C: 0.575 -0.570 -0.361  -0.040
C: 1.682 -0.237 0.629  -0.242
H: 1.558 0.287 1.513  0.229
O: -2.756 0.005 0.231  -0.583
C: -0.797 -1.476 -0.038  -0.492
N: -0.217 0.538 -0.200  -0.203
C: -1.500 -0.192 -0.018  0.644
O: -0.038 1.974 -0.046  -0.514
H: 0.911 -1.103 -1.450  0.186
H: 3.969 0.389 0.452  0.183
H: -0.708 2.305 -0.792  0.488

=====

The molecule C5H7NO2 in a non-equilibrium geometry, computed with ωB97M-V/def2-TZVPD.

Computed properties:
Charge: 0
HOMO, hartree: -0.3486
SMILES string: [H]/N=C(\C)C(=C)C(=O)O
Multiplicity: 1
E_tot, a.u.: -399.8315
Kohn-Sham gap, eV: 9.10

Last column: natural (NBO) charge in e.
CARTESIAN COORDINATES (ANGSTROEM)
C: 0.893 -0.524 -0.527  -0.133
H: 0.876 -2.558 -0.284  0.241
O: 2.102 1.076 0.714  -0.691
H: -2.323 -1.520 -0.150  0.333
H: -2.748 0.466 0.306  0.221
C: -1.713 0.798 0.194  -0.684
H: 2.424 1.977 0.527  0.496
C: -0.770 -0.362 -0.052  0.277
C: 1.045 0.901 -0.145  0.740
H: -1.423 1.340 1.096  0.229
C: 1.489 -1.657 -0.202  -0.268
H: -1.749 1.437 -0.692  0.252
H: 2.505 -1.702 0.172  0.220
O: 0.692 1.862 -0.834  -0.586
N: -1.301 -1.534 -0.123  -0.647

=====

A cluster of 2 separate species, C5H7NO2 in total in a non-equilibrium geometry, computed with ωB97M-V/def2-TZVPD.

Computed properties:
Charge: 0
HOMO, hartree: -0.3360
Multiplicity: 1
E_tot, a.u.: -399.8164
Kohn-Sham gap, eV: 9.74

Last column: natural (NBO) charge in e.
CARTESIAN COORDINATES (ANGSTROEM)
H: 0.267 0.104 -1.658  0.255
H: -1.480 0.396 -1.906  0.249
O: -0.412 -2.971 1.913  -0.599
N: -0.158 0.153 1.411  -0.682
H: -0.675 0.969 1.191  0.398
C: -0.337 -0.951 0.744  0.071
H: 1.606 -3.506 1.068  0.495
C: 0.190 2.934 -0.680  -0.311
C: 0.234 -2.202 1.236  0.643
H: -0.338 1.071 -3.133  0.243
H: 0.044 3.627 0.107  0.230
O: 1.444 -2.636 0.734  -0.696
C: -0.240 1.968 -1.272  0.031
H: 0.299 0.280 2.322  0.373
C: -0.445 0.763 -2.077  -0.700

=====

A cluster of 2 separate species, C5H7NO2 in total in a non-equilibrium geometry, computed with ωB97M-V/def2-TZVPD.

Computed properties:
Charge: 0
HOMO (alpha / beta), hartree: -0.2915 / -0.2915
Multiplicity: 1
E_tot, a.u.: -399.8420
Kohn-Sham gap (alpha / beta), eV: 8.11 / 8.11

Last column: natural (NBO) charge in e.
CARTESIAN COORDINATES (ANGSTROEM)
C: -0.327 1.205 0.604  0.726
H: -1.382 2.583 -0.252  0.477
C: 1.561 0.238 -0.497  -0.010
H: -0.840 -1.267 -1.454  0.209
H: 3.347 -1.025 0.034  0.231
H: -0.569 -1.167 1.455  0.442
C: -1.095 -1.007 -0.434  0.017
H: 0.360 -2.086 0.366  0.406
N: -0.551 -1.686 0.568  -0.710
H: -2.024 -0.486 -0.273  0.208
O: -1.375 2.087 0.573  -0.696
O: -0.108 0.613 1.655  -0.683
H: 0.159 1.518 -1.529  0.228
C: 0.371 0.964 -0.632  -0.549
C: 2.475 -0.485 -0.186  -0.294

=====

A structure of composition C5H7NO2 in a non-equilibrium geometry, computed with ωB97M-V/def2-TZVPD.

Computed properties:
Charge: 0
HOMO, hartree: -0.3556
Multiplicity: 1
E_tot, a.u.: -399.8668
Kohn-Sham gap, eV: 10.26

Last column: natural (NBO) charge in e.
CARTESIAN COORDINATES (ANGSTROEM)
O: -0.072 -2.077 0.289  -0.542
H: -1.746 0.169 -0.820  0.191
N: 1.225 0.777 0.557  -0.547
C: -1.024 0.200 -0.009  -0.038
H: -0.489 2.273 0.456  0.234
C: 0.663 0.985 -1.407  -0.402
C: -0.052 -0.947 -0.222  0.548
H: 1.074 0.310 1.418  0.354
H: -1.314 -0.921 1.530  0.486
H: 1.488 1.800 -1.587  0.248
C: 1.128 -0.213 -0.623  -0.187
O: -1.679 -0.080 1.212  -0.712
H: 0.059 0.788 -2.339  0.218
H: 2.006 -0.927 -0.796  0.230
C: 0.011 1.361 -0.033  -0.081